# 1
Formula: C44H34OP3RuS2
Source: the Open Molecules 2025 dataset
Level of theory: wB97M-V/def2-TZVPD

spin multiplicity = 2
LUMO energy (spin up / spin down) = -0.51 / -0.43 eV
<S²> = 0.769
charge = 0
E_tot = -3687.67963 a.u.

Positions of all 85 atoms, in Å:
Ru1 1.717 0.240 -0.386
S1 2.026 2.562 0.198
P1 0.023 2.353 -0.005
C1 -0.118 0.628 0.178
P2 -1.629 -0.280 0.167
S2 -1.604 -2.093 -0.579
C2 -2.789 0.799 -0.738
C3 -2.831 0.661 -2.124
C4 -3.653 1.477 -2.883
C5 -4.465 2.419 -2.265
C6 -4.437 2.556 -0.887
C7 -3.592 1.759 -0.128
C8 -2.272 -0.380 1.867
C9 -3.628 -0.527 2.143
C10 -4.061 -0.677 3.452
C11 -3.143 -0.696 4.493
C12 -1.787 -0.569 4.223
C13 -1.354 -0.409 2.915
C14 -0.738 3.532 1.147
C15 -1.553 3.157 2.204
C16 -2.032 4.113 3.092
C17 -1.692 5.445 2.929
C18 -0.855 5.826 1.885
C19 -0.375 4.874 1.004
C20 -0.466 2.915 -1.674
C21 -1.435 3.892 -1.867
C22 -1.757 4.327 -3.148
C23 -1.109 3.790 -4.245
C24 -0.143 2.808 -4.060
C25 0.177 2.372 -2.787
H1 -2.219 -0.098 -2.597
H2 -3.669 1.370 -3.960
H3 -5.116 3.046 -2.861
H4 -5.070 3.286 -0.396
H5 -3.589 1.875 0.946
H6 -4.344 -0.539 1.332
H7 -5.117 -0.785 3.661
H8 -3.484 -0.813 5.513
H9 -1.068 -0.582 5.033
H10 -0.301 -0.271 2.697
H11 -1.798 2.115 2.364
H12 -2.665 3.808 3.915
H13 -2.066 6.187 3.623
H14 -0.572 6.863 1.764
H15 0.292 5.168 0.201
H16 -1.950 4.315 -1.015
H17 -2.519 5.085 -3.280
H18 -1.353 4.130 -5.243
H19 0.368 2.381 -4.913
H20 0.932 1.602 -2.681
O1 4.245 0.668 -0.973
C26 3.722 0.031 -0.083
C27 4.433 -1.050 0.672
C28 5.725 -0.992 1.166
C29 6.260 -2.127 1.761
C30 5.513 -3.303 1.816
C31 4.232 -3.359 1.283
C32 3.686 -2.215 0.716
P3 2.029 -2.048 -0.069
C33 2.297 -2.466 -1.840
C34 3.528 -2.259 -2.462
C35 3.653 -2.398 -3.836
C36 2.552 -2.746 -4.603
C37 1.325 -2.960 -3.992
C38 1.191 -2.818 -2.619
C39 1.154 -3.431 0.702
C40 0.623 -3.217 1.973
C41 0.025 -4.256 2.661
C42 -0.049 -5.518 2.082
C43 0.484 -5.735 0.822
C44 1.094 -4.695 0.132
H21 6.291 -0.072 1.093
H22 7.257 -2.101 2.179
H23 5.937 -4.185 2.279
H24 3.658 -4.277 1.320
H25 4.398 -1.995 -1.873
H26 4.614 -2.233 -4.306
H27 2.652 -2.851 -5.676
H28 0.461 -3.234 -4.584
H29 0.228 -2.957 -2.150
H30 0.658 -2.225 2.408
H31 -0.398 -4.082 3.642
H32 -0.528 -6.329 2.615
H33 0.425 -6.717 0.370
H34 1.510 -4.870 -0.852

Atom charges from the Mulliken analysis, given in e for atoms 1 to 2:
1 Ru -1.301
2 S -0.602

***

# 2
Formula: C44H35BrCl3F3InN6O5SSb
Source: the Open Molecules 2025 dataset
Level of theory: wB97M-V/def2-TZVPD

energy relative to the best compared isomer or geometry (same formula, charge and spin) = 0.00 kJ/mol
LUMO energy = -5.93 eV
charge = +2
E_tot = -7484.63125 a.u.

Positions of all 100 atoms, in Å:
In1 -0.737 -0.123 0.586
Br1 -6.753 3.957 2.607
C1 -5.308 3.052 1.786
C2 -4.710 3.588 0.637
C3 -3.668 2.932 0.031
C4 -3.160 1.720 0.535
O1 -2.192 1.132 -0.137
C5 -3.762 1.188 1.709
C6 -3.375 -0.035 2.326
N1 -2.301 -0.718 2.079
C7 -2.000 -1.914 2.750
C8 -2.471 -2.272 3.992
C9 -2.153 -3.518 4.558
C10 -1.367 -4.414 3.890
C11 -0.815 -4.063 2.639
C12 0.036 -4.918 1.906
C13 0.575 -4.494 0.719
C14 0.287 -3.201 0.272
N2 -0.524 -2.388 0.920
C15 -1.104 -2.794 2.082
C16 -4.851 1.873 2.302
H1 -5.081 4.520 0.232
H2 -3.207 3.334 -0.861
H3 -4.071 -0.422 3.071
H4 -3.088 -1.588 4.560
H5 -2.547 -3.767 5.534
H6 -1.147 -5.387 4.310
H7 0.260 -5.903 2.295
H8 1.226 -5.132 0.139
H9 0.734 -2.814 -0.636
H10 -5.312 1.463 3.192
F1 3.770 -0.677 7.747
C17 3.214 -0.392 6.572
C18 2.362 0.695 6.480
C19 1.805 1.001 5.250
C20 2.108 0.221 4.139
C21 2.949 -0.882 4.256
C22 3.507 -1.196 5.483
Sb1 1.418 0.852 2.219
C23 0.706 2.797 2.663
C24 1.553 3.821 3.075
C25 1.031 5.068 3.384
C26 -0.334 5.266 3.272
F2 -0.838 6.465 3.556
C27 -1.199 4.257 2.883
C28 -0.665 3.015 2.584
C29 3.254 0.860 1.138
C30 3.910 2.025 0.761
C31 5.115 1.946 0.082
C32 5.643 0.700 -0.209
F3 6.802 0.626 -0.855
C33 5.001 -0.475 0.146
C34 3.799 -0.385 0.828
H11 2.150 1.286 7.361
H12 1.140 1.851 5.162
H13 3.181 -1.499 3.397
H14 4.167 -2.044 5.607
H15 2.618 3.648 3.179
H16 1.664 5.882 3.711
H17 -2.263 4.446 2.829
H18 -1.337 2.212 2.301
H19 3.483 2.995 0.981
H20 5.652 2.835 -0.221
H21 5.434 -1.429 -0.119
H22 3.281 -1.296 1.115
Cl1 1.343 4.329 -3.363
C35 0.683 4.542 -1.737
Cl2 1.726 5.622 -0.783
Cl3 -0.968 5.178 -1.794
C36 0.659 3.253 -1.063
N3 0.642 2.239 -0.530
C37 -1.991 -3.956 -8.980
C38 -1.074 -3.868 -7.766
S1 -1.476 -2.359 -6.876
O2 -2.607 -2.582 -6.005
O3 -1.521 -1.245 -7.779
C39 -0.084 -2.047 -5.732
C40 -0.409 -0.676 -5.135
N4 0.040 -0.529 -3.752
C41 -0.760 -0.636 -2.682
N5 -0.052 -0.480 -1.559
C42 1.244 -0.258 -1.918
C43 1.315 -0.289 -3.276
N6 2.499 -0.093 -4.064
O4 3.478 0.278 -3.447
O5 2.436 -0.294 -5.259
C44 -2.220 -0.886 -2.741
H23 -1.785 -4.864 -9.541
H24 -1.837 -3.096 -9.629
H25 -3.035 -3.971 -8.667
H26 -0.022 -3.791 -8.041
H27 -1.230 -4.680 -7.057
H28 0.861 -2.059 -6.267
H29 -0.124 -2.842 -4.987
H30 -1.490 -0.549 -5.127
H31 0.019 0.110 -5.749
H32 2.039 -0.081 -1.219
H33 -2.744 0.000 -3.106
H34 -2.587 -1.102 -1.740
H35 -2.465 -1.711 -3.412

Atom charges from the Mulliken analysis, given in e for atoms 1 to 2:
1 In 1.887
2 Br -0.129

***

# 3
Formula: C44H35BrGeN6O2S2Ti
Source: the Open Molecules 2025 dataset
Level of theory: wB97M-V/def2-TZVPD

energy relative to the best compared isomer or geometry (same formula, charge and spin) = 351.06 kJ/mol
spin multiplicity = 2
LUMO energy (spin up / spin down) = -3.19 / -3.16 eV
<S²> = 0.768
charge = +1
E_tot = -8473.31562 a.u.

Positions of all 92 atoms, in Å:
Ti1 -0.984 -0.253 0.449
C1 -2.267 -1.067 3.954
C2 -2.423 -0.300 2.810
N1 -1.428 0.457 2.300
C3 -0.455 0.831 3.207
C4 -0.230 0.103 4.398
C5 -1.097 -0.962 4.696
C6 0.773 0.547 5.312
C7 1.346 1.768 5.179
C8 0.980 2.620 4.100
C9 1.320 3.977 4.043
C10 0.848 4.753 3.007
C11 0.141 4.127 1.978
N2 -0.155 2.847 1.977
C12 0.172 2.100 3.054
H1 -3.054 -1.746 4.244
H2 -3.359 -0.306 2.259
H3 -0.907 -1.599 5.546
H4 1.006 -0.084 6.158
H5 2.036 2.142 5.921
H6 1.910 4.410 4.836
H7 1.019 5.817 2.972
H8 -0.213 4.698 1.129
N3 -2.997 -5.973 -4.083
C13 -3.066 -5.002 -3.141
C14 -3.097 -3.648 -3.510
C15 -3.117 -2.667 -2.546
C16 -3.094 -3.015 -1.208
C17 -3.089 -4.347 -0.816
C18 -3.073 -5.333 -1.775
S1 -3.178 -1.765 0.031
O1 -2.808 -0.442 -0.526
O2 -4.427 -1.802 0.718
N4 -1.988 -2.014 1.048
C19 -0.897 -2.517 1.555
S2 -0.668 -4.127 2.198
C20 0.929 -3.644 2.686
C21 1.176 -2.361 2.343
N5 0.157 -1.723 1.691
H9 -3.120 -5.724 -5.048
H10 -3.172 -6.929 -3.825
H11 -3.146 -3.375 -4.551
H12 -3.165 -1.622 -2.808
H13 -3.113 -4.596 0.234
H14 -3.095 -6.373 -1.490
H15 1.552 -4.347 3.200
H16 2.083 -1.820 2.549
Br1 -0.718 -0.397 -5.133
C22 -0.327 -1.360 -3.548
C23 0.210 -2.643 -3.606
C24 0.431 -3.253 -2.375
C25 0.170 -2.575 -1.209
N6 -0.340 -1.313 -1.143
C26 -0.608 -0.752 -2.348
H17 0.436 -3.131 -4.538
H18 0.845 -4.246 -2.330
H19 0.397 -3.065 -0.275
H20 -1.066 0.227 -2.342
C27 3.914 -0.813 -3.143
C28 3.618 0.535 -3.252
C29 2.840 1.154 -2.289
C30 2.310 0.418 -1.235
C31 2.657 -0.916 -1.103
C32 3.459 -1.533 -2.051
Ge1 1.038 1.372 0.059
C33 -0.500 2.117 -1.034
C34 -0.351 2.422 -2.386
C35 -1.420 2.898 -3.122
C36 -2.661 3.047 -2.527
C37 -2.828 2.739 -1.187
C38 -1.752 2.275 -0.441
C39 2.278 2.909 0.471
C40 3.246 2.759 1.455
C41 4.120 3.791 1.744
C42 4.045 4.980 1.041
C43 3.087 5.138 0.054
C44 2.199 4.112 -0.222
H21 4.520 -1.289 -3.900
H22 3.985 1.107 -4.091
H23 2.667 2.219 -2.343
H24 2.299 -1.475 -0.246
H25 3.720 -2.576 -1.943
H26 0.603 2.277 -2.871
H27 -1.278 3.136 -4.165
H28 -3.493 3.413 -3.106
H29 -3.794 2.862 -0.723
H30 -1.869 2.117 0.630
H31 3.303 1.832 2.013
H32 4.857 3.672 2.523
H33 4.726 5.786 1.261
H34 3.033 6.059 -0.506
H35 1.429 4.250 -0.973

Atom charges from the Mulliken analysis, given in e for atoms 1 to 2:
1 Ti -0.161
2 C -1.297

***

# 4
Formula: C44H35ClF5N2O6SSiV
Source: the Open Molecules 2025 dataset
Level of theory: wB97M-V/def2-TZVPD

spin multiplicity = 3
LUMO energy (spin up / spin down) = 4.06 / 4.06 eV
<S²> = 2.011
charge = -2
E_tot = -4850.10614 a.u.

Positions of all 96 atoms, in Å:
V1 -0.791 -0.661 -0.416
C1 0.563 -1.019 -4.453
O1 1.716 -1.835 -4.203
C2 1.879 -2.526 -3.038
C3 2.924 -3.433 -3.029
C4 3.206 -4.208 -1.906
C5 2.401 -4.095 -0.785
C6 1.349 -3.184 -0.772
C7 0.411 -3.218 0.382
N1 -0.561 -2.428 0.577
N2 -1.345 -2.662 1.733
C8 -2.624 -2.769 1.480
O2 -3.221 -2.909 0.384
C9 -3.484 -2.668 2.737
C10 -4.858 -2.547 2.570
C11 -5.698 -2.398 3.671
C12 -5.168 -2.385 4.954
C13 -3.791 -2.514 5.128
C14 -2.954 -2.646 4.026
C15 1.114 -2.351 -1.872
O3 0.176 -1.421 -1.832
H1 0.644 -0.755 -5.506
H2 -0.360 -1.568 -4.276
H3 0.551 -0.119 -3.845
H4 3.522 -3.514 -3.930
H5 4.040 -4.898 -1.920
H6 2.578 -4.709 0.091
H7 0.533 -4.025 1.104
H8 -5.242 -2.559 1.558
H9 -6.766 -2.285 3.522
H10 -5.818 -2.267 5.813
H11 -3.369 -2.502 6.127
H12 -1.880 -2.714 4.139
Cl1 -7.578 1.236 1.559
C16 -5.854 0.935 1.324
C17 -4.941 1.365 2.288
C18 -3.596 1.132 2.139
C19 -3.121 0.449 1.000
O4 -1.856 0.206 0.854
C20 -4.051 0.037 0.039
C21 -3.626 -0.674 -1.169
O5 -2.488 -0.960 -1.491
C22 -5.412 0.275 0.205
H13 -5.309 1.885 3.165
H14 -2.879 1.445 2.886
H15 -4.431 -0.955 -1.865
H16 -6.116 -0.065 -0.547
F1 -1.701 4.000 -7.362
C23 -1.654 3.533 -6.095
C24 -2.809 3.353 -5.366
F2 -4.000 3.647 -5.931
C25 -2.748 2.872 -4.068
F3 -3.930 2.723 -3.442
C26 -1.555 2.558 -3.416
S1 -1.509 2.009 -1.754
C27 -0.416 2.745 -4.201
F4 0.801 2.463 -3.706
C28 -0.451 3.221 -5.501
F5 0.693 3.386 -6.199
C29 2.749 2.947 2.788
C30 1.603 2.212 2.090
C31 0.742 3.234 1.333
C32 0.738 1.521 3.157
Si1 2.126 0.871 0.879
O6 0.877 -0.019 0.431
C33 3.378 -0.258 1.757
C34 4.664 0.116 2.178
C35 5.532 -0.790 2.778
C36 5.137 -2.110 2.970
C37 3.872 -2.508 2.560
C38 3.009 -1.592 1.964
C39 3.017 1.576 -0.618
C40 4.174 2.369 -0.579
C41 4.801 2.796 -1.744
C42 4.283 2.434 -2.984
C43 3.136 1.657 -3.049
C44 2.509 1.238 -1.879
H17 2.334 3.676 3.499
H18 3.372 3.506 2.083
H19 3.394 2.270 3.352
H20 0.384 4.006 2.029
H21 -0.132 2.776 0.858
H22 1.304 3.730 0.535
H23 0.293 2.276 3.822
H24 1.329 0.834 3.772
H25 -0.069 0.940 2.701
H26 5.008 1.134 2.028
H27 6.520 -0.468 3.090
H28 5.812 -2.820 3.433
H29 3.554 -3.535 2.702
H30 2.020 -1.903 1.651
H31 4.602 2.665 0.372
H32 5.693 3.410 -1.685
H33 4.771 2.763 -3.894
H34 2.721 1.373 -4.009
H35 1.601 0.647 -1.937

Atom charges from the Mulliken analysis, given in e for atoms 1 to 2:
1 V 0.014
2 C -0.480

***

# 5
Formula: C44H35GeN2PRuS
Source: the Open Molecules 2025 dataset
Level of theory: wB97M-V/def2-TZVPD

spin multiplicity = 6
LUMO energy (spin up / spin down) = -8.39 / -11.22 eV
<S²> = 8.809
charge = +3
E_tot = -4717.52613 a.u.

Positions of all 85 atoms, in Å:
Ru1 0.207 -0.679 0.094
C1 -4.645 3.622 2.882
C2 -3.607 4.203 2.164
C3 -2.720 3.401 1.463
C4 -2.895 2.016 1.464
C5 -3.939 1.431 2.181
C6 -4.818 2.243 2.882
P1 -1.726 1.040 0.507
C7 -1.925 -0.669 1.158
C8 -1.202 -0.942 2.343
C9 -1.318 -2.175 2.968
C10 -2.141 -3.148 2.414
C11 -2.832 -2.905 1.230
C12 -2.724 -1.678 0.598
C13 -2.409 0.918 -1.193
C14 -3.626 1.514 -1.527
C15 -4.116 1.456 -2.826
C16 -3.384 0.810 -3.814
C17 -2.157 0.210 -3.504
C18 -1.414 -0.445 -4.509
C19 -0.194 -1.073 -4.211
C20 0.292 -1.052 -2.928
C21 -0.411 -0.400 -1.870
C22 -1.654 0.254 -2.175
H1 -5.318 4.247 3.454
H2 -3.486 5.277 2.157
H3 -1.899 3.852 0.915
H4 -4.083 0.358 2.186
H5 -5.644 1.800 3.423
H6 -0.646 -0.141 2.823
H7 -0.794 -2.361 3.897
H8 -2.260 -4.099 2.918
H9 -3.475 -3.667 0.810
H10 -3.297 -1.480 -0.299
H11 -4.192 2.036 -0.766
H12 -5.065 1.917 -3.066
H13 -3.760 0.761 -4.829
H14 -1.798 -0.458 -5.522
H15 0.364 -1.569 -4.995
H16 1.232 -1.549 -2.721
C23 5.838 -1.012 -2.403
C24 5.656 -1.023 -1.026
C25 4.481 -0.532 -0.475
C26 3.497 0.002 -1.311
C27 3.687 0.013 -2.699
C28 4.857 -0.492 -3.241
Ge1 1.955 0.871 -0.602
C29 1.696 2.631 -1.282
C30 2.783 3.498 -1.149
C31 2.661 4.820 -1.556
C32 1.472 5.268 -2.117
C33 0.395 4.404 -2.265
C34 0.505 3.085 -1.846
C35 1.859 0.808 1.355
C36 1.574 2.043 1.969
C37 1.664 2.164 3.342
C38 1.966 1.051 4.128
C39 2.203 -0.183 3.541
C40 2.159 -0.311 2.157
H17 6.752 -1.406 -2.827
H18 6.436 -1.403 -0.380
H19 4.359 -0.532 0.601
H20 2.940 0.447 -3.355
H21 5.013 -0.470 -4.311
H22 3.724 3.152 -0.734
H23 3.498 5.496 -1.448
H24 1.391 6.292 -2.457
H25 -0.524 4.759 -2.713
H26 -0.339 2.416 -1.963
H27 1.320 2.907 1.368
H28 1.497 3.127 3.807
H29 2.023 1.156 5.204
H30 2.450 -1.037 4.158
H31 2.446 -1.254 1.711
S1 1.120 -2.981 -0.099
C41 0.601 -4.500 0.572
N1 1.498 -5.177 1.333
C42 1.246 -6.395 1.854
C43 0.046 -6.985 1.583
C44 -0.826 -6.270 0.762
N2 -0.570 -5.050 0.291
H32 2.416 -4.764 1.455
H33 2.024 -6.842 2.457
H34 -0.198 -7.964 1.969
H35 -1.774 -6.703 0.462

Atom charges from the Mulliken analysis, given in e for atoms 1 to 2:
1 Ru -0.532
2 C -0.574